No. 1
18
Properties=species:S:1:pos:R:3:forces:R:3 method="wB97M-V/def2-TZVPD" largest_force_ev_per_a=3.1 e_homo_ev=-9.13 lumo_ha=0.0176 gap_ev=9.6 e_above_lowest_kcal_mol=66.58 charge=0 e_tot_ev=-8898.8102
C -2.0612 1.0114 1.0401 -0.51 -1.11 -0.30
C -0.9821 0.4760 0.0392 -1.42 -0.56 1.33
C -0.1335 -0.5917 0.7179 2.30 1.96 -0.80
C 0.7168 -1.3897 0.0420 -2.61 -0.11 0.00
N 0.6516 -1.3851 -1.3858 1.62 -0.93 0.68
C 1.2107 -2.4085 -1.9077 -1.11 0.26 -0.66
H -2.3692 0.2942 1.8097 0.36 -0.43 -0.28
H -1.8244 1.8784 1.6477 0.23 0.47 -0.57
H -2.9584 1.0981 0.4306 -0.23 0.84 0.28
H -1.5153 0.0233 -0.8000 0.13 -0.03 0.08
H -0.5309 1.3628 -0.3988 0.74 -0.28 -0.12
H 0.1393 -0.3662 1.7511 -0.69 -0.67 0.16
H 1.2029 -2.2068 0.5734 0.56 0.23 -0.21
H 1.3925 -3.3490 -1.3815 0.55 0.25 0.30
H 1.3460 -2.4312 -2.9858 -0.09 -0.03 -0.04
H 0.4802 2.3452 0.5379 0.22 0.37 0.27
H 0.6173 3.8723 0.5632 -0.03 0.12 -0.11
O 0.7830 3.0863 1.0859 -0.03 -0.35 -0.01

***

No. 2
39
Properties=species:S:1:pos:R:3:forces:R:3 method="wB97M-V/def2-TZVPD" largest_force_ev_per_a=0.5 e_homo_ev="-4.06 / -4.11" spin_multiplicity=4 lumo_ha="0.0621 / 0.0679" gap_ev="5.8 / 6.0" e_above_lowest_kcal_mol=3.62 s2=3.8336 charge=-1 e_tot_ev=-155938.5283
Cr 0.0715 -1.4546 0.0752 0.34 0.27 0.15
C 3.8084 -1.4781 -2.3911 0.08 0.13 -0.12
C 2.7999 -1.8323 -1.4850 -0.08 0.02 0.06
N 1.8548 -0.9901 -1.1289 -0.43 -0.29 -0.01
C 1.8035 0.2601 -1.6622 0.10 0.02 -0.09
C 2.7737 0.6899 -2.5898 -0.06 -0.05 0.07
C 3.7920 -0.2231 -2.9369 -0.04 -0.14 0.10
C 2.6872 1.9896 -3.1376 -0.10 0.17 0.01
C 1.6476 2.7885 -2.7532 0.19 -0.06 -0.11
C 0.6729 2.3694 -1.8298 -0.09 -0.05 0.12
C 0.7153 1.1133 -1.2364 0.01 -0.03 -0.05
N -0.1012 0.5440 -0.2986 0.08 0.06 -0.01
C -1.0281 1.1810 0.4974 -0.13 0.11 0.06
C -1.6317 2.4231 0.3690 0.11 -0.09 -0.10
C -2.5323 2.9089 1.3347 -0.12 0.00 0.18
C -2.8664 2.1905 2.4470 0.03 0.10 -0.12
C -2.3009 0.9072 2.6190 0.09 -0.03 -0.12
C -2.5892 0.0767 3.7262 0.07 -0.19 0.05
C -2.0102 -1.1542 3.8288 -0.17 0.21 0.10
C -1.1418 -1.5849 2.8149 0.11 -0.05 -0.17
N -0.8591 -0.8300 1.7739 -0.06 -0.17 0.01
C -1.4123 0.4126 1.6505 -0.09 0.07 0.08
H 4.5693 -2.2000 -2.6519 0.00 0.00 0.00
H 2.7405 -2.8221 -1.0469 -0.01 0.01 0.01
H 4.5495 0.0856 -3.6475 0.01 -0.01 -0.01
H 3.4285 2.3204 -3.8535 -0.01 0.01 0.00
H 1.5510 3.7831 -3.1718 0.01 0.00 -0.01
H -0.1182 3.0639 -1.6195 0.00 -0.02 0.06
H -1.4592 3.0505 -0.4856 0.03 -0.03 -0.03
H -2.9704 3.8865 1.1739 -0.01 0.00 0.01
H -3.5598 2.5736 3.1846 0.00 0.01 0.00
H -3.2813 0.4342 4.4796 -0.01 -0.01 0.01
H -2.2285 -1.8269 4.6451 0.00 0.00 0.01
H -0.6871 -2.5642 2.8414 -0.01 -0.01 -0.03
S -1.4382 -5.7466 -1.2862 -0.01 -0.07 -0.04
As -1.4584 -4.1997 0.1061 0.20 0.14 0.07
S -1.8348 -2.2084 -0.8763 0.02 0.03 -0.11
S 0.6707 -3.5996 0.6686 -0.07 0.02 -0.01
S -2.6271 -4.3378 1.8528 -0.02 -0.05 0.01

***

No. 3
41
Properties=species:S:1:pos:R:3:forces:R:3 method="wB97M-V/def2-TZVPD" largest_force_ev_per_a=0.9 e_homo_ev=-7.62 lumo_ha=0.0042 smiles="Cc1cc(C(=O)COC(=O)c2ccc[nH]c2=O)c(C)n1C1CC1" gap_ev=7.7 e_above_lowest_kcal_mol=45.88 charge=0 e_tot_ev=-29091.0547
C -0.4417 -1.6795 2.1414 -0.06 0.04 -0.15
C -0.9223 -0.5063 1.3638 0.37 0.07 0.37
C -0.5174 0.7924 1.4206 -0.14 -0.17 0.05
C -1.3198 1.5317 0.5043 -0.63 -0.70 0.02
C -2.2015 0.6252 -0.0750 0.11 0.77 -0.01
N -1.9288 -0.6032 0.4284 0.20 0.13 -0.02
C -2.5425 -1.8310 0.0492 -0.32 -0.36 0.06
C -2.6809 -2.1919 -1.4003 -0.01 -0.02 -0.04
C -1.6874 -2.9128 -0.5477 0.04 -0.08 0.01
H -0.6514 -2.6691 -0.7221 0.08 0.09 0.02
H -1.8758 -3.9356 -0.2586 -0.11 -0.04 0.06
H -2.2824 -1.5062 -2.1292 0.07 0.12 -0.02
H -3.5817 -2.6996 -1.7110 -0.07 -0.02 0.06
H -3.3442 -2.1365 0.7187 0.07 -0.05 -0.14
C -3.2457 0.8927 -1.0946 -0.05 0.03 -0.05
H -2.8360 0.7853 -2.0992 -0.04 -0.03 -0.12
H -3.5892 1.9175 -0.9858 -0.03 -0.05 -0.02
H -4.0849 0.2099 -0.9830 -0.06 -0.02 -0.05
C -1.1976 2.9177 0.1191 0.24 0.17 -0.04
O -2.0978 3.6104 -0.3125 0.16 0.10 0.01
C 0.2043 3.5409 0.2468 -0.34 0.47 -0.33
H 0.2701 4.1056 1.1802 -0.01 -0.06 -0.11
O 1.2731 2.6068 0.2918 0.18 0.08 0.26
C 1.3381 1.7136 -0.7075 0.15 -0.18 -0.31
O 0.6451 1.7286 -1.6871 0.06 0.10 0.10
C 2.4292 0.7320 -0.4415 0.03 0.19 0.03
C 3.6434 1.1529 0.0141 -0.33 -0.21 -0.14
C 4.7054 0.2467 0.2201 0.17 -0.26 -0.02
C 4.4885 -1.0683 -0.0423 0.30 0.40 0.18
N 3.2801 -1.4892 -0.4670 -0.01 -0.24 -0.09
C 2.1669 -0.6737 -0.6909 0.18 -0.06 0.06
O 1.1228 -1.1923 -1.0267 -0.38 -0.08 -0.17
H 3.1264 -2.4727 -0.6573 -0.05 0.20 0.03
H 5.2533 -1.8218 0.0758 -0.02 -0.05 0.00
H 5.6642 0.5918 0.5657 0.11 -0.05 0.02
H 3.8002 2.2043 0.2040 -0.04 0.09 0.04
H 0.3299 4.2245 -0.6002 -0.07 -0.09 0.15
H 0.2370 1.1898 2.0710 0.16 -0.03 0.14
H 0.1994 -1.3370 2.9497 0.02 0.00 0.05
H -1.2776 -2.2347 2.5655 0.01 -0.10 0.10
H 0.1291 -2.3588 1.5094 0.05 -0.11 -0.01

***

No. 4
46
Properties=species:S:1:pos:R:3:forces:R:3 method="wB97M-V/def2-TZVPD" largest_force_ev_per_a=0.7 e_homo_ev="-3.39 / -3.85" spin_multiplicity=2 lumo_ha="0.0808 / 0.0737" gap_ev="5.6 / 5.9" e_above_lowest_kcal_mol=3.79 s2=0.7632 charge=-1 e_tot_ev=-64810.9035
Tl -1.0442 0.2031 2.5521 -0.09 0.04 0.66
C 0.2247 -1.0408 -2.3768 -0.10 -0.01 -0.05
C -1.3103 -1.0435 -2.3711 0.05 0.12 0.05
C -1.8507 0.2867 -2.9004 0.03 -0.17 0.00
C -1.8705 -1.4010 -0.9990 -0.04 0.00 -0.06
C -1.2470 -2.3665 -0.2121 0.00 -0.05 0.01
C -1.7912 -2.7802 0.9953 -0.15 -0.12 -0.07
C -2.9938 -2.2546 1.4607 -0.11 -0.07 -0.09
C -3.6529 -2.7798 2.7044 0.03 -0.01 -0.03
C -3.5944 -1.2570 0.6998 0.02 -0.12 -0.04
C -3.0427 -0.8348 -0.5015 -0.06 -0.07 -0.01
H 0.6086 -0.5016 -3.2457 -0.02 -0.06 -0.02
H 0.6325 -2.0509 -2.4089 0.03 0.01 0.03
H 0.6022 -0.5592 -1.4785 0.10 0.07 0.09
H -1.6453 -1.8251 -3.0638 0.01 0.02 -0.02
H -1.6595 1.0930 -2.1894 -0.02 0.04 0.01
H -2.9235 0.2282 -3.0852 -0.01 0.11 0.03
H -1.3677 0.5381 -3.8463 0.00 0.00 0.01
H -0.3287 -2.8281 -0.5523 0.03 0.03 0.03
H -1.2989 -3.5595 1.5654 0.06 0.07 0.05
H -4.3546 -3.5777 2.4434 0.00 0.01 0.02
H -4.2033 -1.9920 3.2167 0.01 -0.01 0.04
H -2.9195 -3.1753 3.4042 -0.01 0.03 0.03
H -4.5168 -0.8089 1.0512 0.02 0.03 0.01
H -3.5587 -0.0615 -1.0544 0.03 0.01 -0.03
S -0.2864 2.3182 6.5886 0.10 -0.39 -0.06
Sb -0.0979 0.0986 5.9556 -0.18 0.39 -0.34
S -2.1679 -0.7415 5.1780 0.35 0.05 -0.07
S 1.3155 -0.1221 4.0293 -0.33 0.01 0.10
C 0.4325 2.8469 -0.2944 -0.02 -0.02 0.06
C 1.3493 1.7000 0.0510 -0.39 0.11 0.08
O 0.9726 0.7742 0.7332 0.31 0.00 -0.26
C 2.7432 1.7249 -0.4527 0.58 -0.04 -0.17
C 3.7302 1.1049 0.3162 -0.19 0.00 0.04
C 5.0335 1.0430 -0.1424 0.10 0.00 -0.03
C 5.3630 1.5758 -1.3824 -0.07 0.01 0.00
C 4.3875 2.1974 -2.1491 0.14 0.00 -0.07
C 3.0885 2.2919 -1.6791 -0.16 -0.07 0.11
H -0.5434 2.6788 0.1556 0.02 -0.03 -0.01
H 0.3256 2.9438 -1.3754 0.00 0.02 -0.03
H 0.8565 3.7782 0.0857 0.00 0.02 -0.04
H 3.4522 0.6850 1.2760 -0.02 -0.03 -0.02
H 5.7965 0.5703 0.4622 -0.02 0.00 0.02
H 6.3776 1.5038 -1.7529 0.01 0.01 0.01
H 4.6406 2.6022 -3.1210 0.00 0.03 0.01
H 2.3368 2.7748 -2.2899 -0.02 0.01 0.01